ORCA calculation (ωB97M-V/def2-TZVPD) on 2 unconnected molecules or ions with the total composition C7H17N3O2 in a non-equilibrium geometry.

- Frontier orbital gap (spin up / spin down): 5.52 / 6.99 eV
- Lowest unoccupied orbital energy (spin up / spin down): 0.0234 / -0.0548 Ha
- HOMO level (spin up / spin down): -4.9 / -8.5 eV

Structure (ORCA input):
```
! wB97M-V def2-TZVPD RIJCOSX def2/J DEFGRID3
* xyz 0 3
C 2.28349 1.51799 1.16856
C -1.84234 -0.78731 -1.34750
C -1.70866 1.48213 -0.37607
C 0.74826 -1.59264 2.08116
C 0.94879 -2.31740 -0.18229
C 1.50722 1.26207 -0.08706
C -0.19337 -0.02144 0.52155
N -1.14176 0.16148 -0.41535
N 0.26940 -1.34842 0.68133
N 2.10655 0.42802 -1.03596
O 1.34419 0.02725 -1.97382
O 3.19547 -0.06288 -0.82658
H 2.62830 0.60370 1.59680
H 3.23763 2.10772 0.87914
H 1.73913 2.19812 1.88268
H -2.93352 -0.48213 -1.33060
H -1.49440 -0.70957 -2.32517
H -1.49880 -1.87268 -1.05030
H -1.42358 1.98559 0.46750
H -1.49034 2.08505 -1.26092
H -2.87206 1.45078 -0.23978
H 0.49012 -2.64635 2.26182
H 1.89639 -1.57764 2.16513
H 0.12642 -0.93961 2.59920
H 0.79438 -2.04512 -1.19251
H 1.96435 -2.42367 0.21046
H 0.49506 -3.27939 0.01768
H 0.87376 2.09115 -0.45282
H -0.37231 0.46358 1.41979
*
```